No. 1
{"formula": "C24H32N4O4S", "method": "wB97M-V/def2-TZVPD", "lumo_ev": 0.443, "homo_energy_ev": -9.27, "spin_multiplicity": 1, "smiles": "CC(C)C[C@H](NC(=O)C1CCN(S(=O)(=O)c2ccccc2)CC1)C(=O)NCc1ccncc1", "relative_energy_kcal_mol": 13.6, "homo_lumo_gap_ev": 9.72, "species": ["C", "H", "H", "H", "C", "C", "H", "H", "H", "C", "C", "N", "C", "O", "C", "C", "C", "N", "S", "O", "O", "C", "C", "C", "C", "C", "C", "H", "H", "H", "H", "H", "C", "C", "H", "H", "H", "H", "H", "H", "H", "H", "H", "H", "H", "C", "O", "N", "H", "C", "C", "C", "C", "N", "C", "C", "H", "H", "H", "H", "H", "H", "H", "H", "H"], "coordinates": [[-4.40, -2.07, 1.63], [-4.57, -1.92, 2.69], [-3.58, -2.77, 1.50], [-5.30, -2.52, 1.20], [-4.08, -0.75, 0.94], [-5.27, 0.21, 1.04], [-6.16, -0.24, 0.60], [-5.07, 1.14, 0.52], [-5.48, 0.43, 2.09], [-2.82, -0.14, 1.56], [-2.17, 0.93, 0.68], [-1.65, 0.31, -0.53], [-1.40, 1.00, -1.64], [-1.62, 2.21, -1.74], [-0.73, 0.27, -2.80], [-1.05, -1.24, -2.94], [0.23, -2.09, -2.91], [1.08, -1.79, -1.77], [0.66, -2.64, -0.39], [0.69, -4.03, -0.72], [-0.58, -2.14, 0.17], [2.00, -2.23, 0.71], [1.77, -1.47, 1.85], [2.84, -1.19, 2.69], [4.11, -1.65, 2.38], [4.32, -2.40, 1.23], [3.26, -2.70, 0.40], [3.38, -3.29, -0.49], [5.31, -2.76, 1.00], [4.93, -1.42, 3.03], [2.67, -0.60, 3.58], [0.78, -1.11, 2.07], [1.37, -0.38, -1.55], [0.78, 0.50, -2.65], [0.97, 1.54, -2.40], [1.29, 0.28, -3.59], [0.96, -0.08, -0.57], [2.45, -0.26, -1.51], [-0.02, -3.15, -2.83], [0.81, -1.95, -3.82], [-1.56, -1.42, -3.89], [-1.71, -1.57, -2.15], [-1.05, 0.80, -3.70], [-1.33, -0.65, -0.40], [-2.89, 1.70, 0.38], [-0.99, 1.60, 1.39], [-0.40, 1.10, 2.33], [-0.66, 2.78, 0.83], [-1.07, 3.00, -0.07], [0.52, 3.52, 1.24], [1.73, 3.02, 0.50], [2.50, 1.98, 1.03], [3.58, 1.52, 0.29], [3.91, 2.00, -0.90], [3.18, 2.98, -1.39], [2.08, 3.53, -0.74], [1.52, 4.33, -1.19], [3.49, 3.35, -2.36], [4.20, 0.71, 0.66], [2.26, 1.55, 1.98], [0.35, 4.58, 1.04], [0.64, 3.35, 2.32], [-2.08, -0.93, 1.71], [-3.05, 0.30, 2.53], [-3.89, -0.95, -0.12]], "nbo_charge": [-0.599, 0.200, 0.215, 0.205, -0.217, -0.605, 0.209, 0.204, 0.201, -0.397, -0.140, -0.642, 0.703, -0.686, -0.305, -0.430, -0.234, -0.676, 2.325, -0.928, -0.982, -0.362, -0.128, -0.222, -0.189, -0.214, -0.168, 0.240, 0.224, 0.221, 0.226, 0.256, -0.252, -0.399, 0.243, 0.212, 0.207, 0.222, 0.242, 0.203, 0.225, 0.219, 0.240, 0.448, 0.226, 0.687, -0.653, -0.623, 0.440, -0.254, 0.020, -0.260, 0.035, -0.431, 0.032, -0.263, 0.220, 0.194, 0.197, 0.236, 0.211, 0.231, 0.230, 0.218, 0.196]}

No. 2
{"formula": "C24H32N4O4S2Y", "method": "wB97M-V/def2-TZVPD", "lumo_ev": -2.517, "total_charge": 1, "homo_energy_ev": -10.27, "spin_multiplicity": 1, "relative_energy_kcal_mol": 0.0, "homo_lumo_gap_ev": 7.75, "species": ["Y", "N", "C", "C", "C", "C", "C", "C", "S", "O", "O", "N", "C", "N", "C", "C", "C", "N", "H", "H", "H", "H", "H", "H", "H", "H", "H", "C", "S", "C", "O", "H", "H", "H", "H", "H", "H", "C", "C", "C", "C", "C", "C", "C", "C", "C", "C", "C", "C", "O", "H", "H", "H", "H", "H", "H", "H", "H", "H", "H", "H", "H", "H", "H", "H", "H", "H"], "coordinates": [[-0.21, 0.00, 0.18], [-2.00, 7.13, -4.07], [-1.74, 6.07, -3.26], [-0.52, 5.38, -3.35], [-0.26, 4.29, -2.55], [-1.22, 3.87, -1.64], [-2.45, 4.53, -1.53], [-2.70, 5.62, -2.33], [-0.92, 2.52, -0.61], [0.38, 1.90, -1.01], [-0.92, 2.84, 0.80], [-2.00, 1.36, -0.77], [-2.02, 0.64, -1.94], [-2.60, 1.10, -3.04], [-2.60, 0.30, -4.10], [-2.04, -0.97, -4.08], [-1.44, -1.37, -2.91], [-1.42, -0.57, -1.84], [-1.26, 7.54, -4.61], [-2.80, 7.71, -3.89], [0.23, 5.71, -4.06], [0.68, 3.77, -2.62], [-3.19, 4.19, -0.83], [-3.65, 6.14, -2.26], [-3.08, 0.68, -4.99], [-2.06, -1.61, -4.95], [-0.95, -2.33, -2.80], [-3.68, -0.99, 3.20], [-1.91, -1.19, 3.19], [-1.50, -0.06, 4.51], [-1.48, -0.45, 1.93], [-3.92, 0.05, 3.01], [-4.07, -1.32, 4.16], [-4.09, -1.63, 2.41], [-1.89, -0.46, 5.45], [-1.93, 0.92, 4.29], [-0.42, 0.00, 4.56], [2.17, 0.90, 2.12], [3.24, 0.10, 1.37], [3.36, 0.49, -0.11], [3.13, -1.40, 1.58], [4.13, -2.08, 2.27], [4.06, -3.45, 2.47], [2.99, -4.16, 1.97], [1.97, -3.53, 1.27], [0.79, -4.27, 0.67], [0.97, -4.42, -0.84], [0.53, -5.63, 1.31], [2.06, -2.14, 1.08], [1.06, -1.51, 0.41], [2.25, 1.97, 1.92], [2.27, 0.73, 3.20], [1.14, 0.60, 1.91], [4.19, 0.40, 1.84], [2.54, 0.12, -0.72], [4.27, 0.06, -0.53], [3.41, 1.57, -0.22], [4.97, -1.52, 2.66], [4.85, -3.96, 3.01], [2.94, -5.23, 2.13], [-0.10, -3.65, 0.84], [1.84, -5.04, -1.06], [1.13, -3.44, -1.31], [0.10, -4.89, -1.30], [1.33, -6.34, 1.08], [-0.40, -6.05, 0.93], [0.46, -5.55, 2.40]], "nbo_charge": [2.161, -0.772, 0.223, -0.269, -0.156, -0.372, -0.135, -0.273, 2.260, -1.031, -0.918, -1.018, 0.566, -0.445, 0.130, -0.316, 0.117, -0.621, 0.398, 0.398, 0.221, 0.243, 0.236, 0.222, 0.214, 0.246, 0.222, -0.810, 1.300, -0.812, -1.060, 0.254, 0.253, 0.257, 0.255, 0.254, 0.258, -0.535, -0.257, -0.591, -0.011, -0.225, -0.212, -0.207, -0.060, -0.216, -0.600, -0.608, 0.286, -0.963, 0.234, 0.231, 0.099, 0.221, 0.192, 0.230, 0.216, 0.211, 0.218, 0.217, 0.195, 0.214, 0.208, 0.202, 0.208, 0.212, 0.212]}

No. 3
{"formula": "C24H33As2BCsO7", "method": "wB97M-V/def2-TZVPD", "lumo_ev": 1.786, "total_charge": -1, "homo_energy_ev": -3.20, "spin_multiplicity": 1, "relative_energy_kcal_mol": 10.0, "homo_lumo_gap_ev": 4.99, "species": ["Cs", "O", "C", "O", "C", "O", "C", "C", "O", "O", "H", "H", "H", "H", "H", "C", "As", "C", "C", "C", "C", "C", "C", "C", "As", "C", "C", "H", "H", "H", "H", "H", "H", "H", "H", "H", "H", "H", "H", "H", "H", "H", "H", "C", "C", "C", "C", "C", "C", "C", "C", "O", "B", "O", "C", "C", "H", "H", "H", "H", "H", "H", "H", "H", "H", "H", "H", "H"], "coordinates": [[1.35, -0.10, 1.45], [1.95, 1.95, 6.08], [1.84, 0.82, 5.35], [0.80, 0.27, 5.15], [3.20, 0.34, 4.87], [3.04, -0.42, 3.72], [4.30, -0.87, 3.20], [4.14, -1.64, 1.85], [5.17, -1.61, 1.16], [3.04, -2.22, 1.64], [1.06, 2.16, 6.39], [3.64, -0.27, 5.68], [3.86, 1.21, 4.72], [4.79, -1.55, 3.91], [4.97, -0.03, 3.03], [-0.16, -3.32, 5.41], [0.08, -2.80, 3.53], [-1.76, -2.12, 3.30], [-0.17, -4.55, 2.69], [-0.31, -5.73, 3.43], [-0.41, -6.96, 2.81], [-0.38, -7.04, 1.42], [-0.24, -5.88, 0.68], [-0.13, -4.64, 1.29], [0.05, -2.99, 0.22], [-1.46, -3.31, -0.99], [1.48, -3.54, -0.99], [-1.09, -3.87, 5.57], [-0.19, -2.40, 6.00], [0.69, -3.91, 5.74], [-2.50, -2.85, 3.62], [-1.92, -1.84, 2.26], [-1.85, -1.22, 3.92], [-0.33, -5.70, 4.51], [-0.50, -7.86, 3.40], [-0.45, -8.00, 0.93], [-0.22, -5.95, -0.40], [-1.37, -4.25, -1.53], [-1.47, -2.48, -1.70], [-2.40, -3.30, -0.44], [1.33, -4.54, -1.41], [2.42, -3.50, -0.44], [1.52, -2.81, -1.80], [-2.97, 5.67, -5.91], [-1.50, 5.47, -5.51], [-0.84, 6.85, -5.36], [-0.80, 4.73, -6.65], [-1.43, 4.71, -4.19], [-1.99, 5.27, -3.04], [-1.96, 4.64, -1.80], [-1.34, 3.41, -1.72], [-1.17, 2.59, -0.66], [-0.44, 1.39, -1.11], [-0.24, 1.63, -2.53], [-0.78, 2.83, -2.86], [-0.81, 3.46, -4.08], [-3.05, 6.21, -6.86], [-3.52, 6.23, -5.15], [-3.46, 4.70, -6.03], [-0.88, 7.40, -6.31], [0.21, 6.73, -5.08], [-1.33, 7.45, -4.60], [-0.87, 5.31, -7.57], [-1.26, 3.76, -6.83], [0.26, 4.58, -6.43], [-2.47, 6.24, -3.10], [-2.40, 5.10, -0.93], [-0.35, 2.97, -4.93]], "nbo_charge": [0.847, -0.684, 0.777, -0.583, -0.165, -0.546, -0.197, 0.740, -0.726, -0.810, 0.494, 0.196, 0.191, 0.177, 0.177, -0.970, 0.932, -0.959, -0.226, -0.254, -0.218, -0.224, -0.207, -0.367, 0.895, -0.954, -0.958, 0.207, 0.232, 0.221, 0.210, 0.232, 0.224, 0.202, 0.202, 0.203, 0.203, 0.203, 0.242, 0.223, 0.203, 0.272, 0.232, -0.594, -0.071, -0.594, -0.604, -0.039, -0.240, -0.260, 0.224, -0.721, 0.279, -0.730, 0.301, -0.291, 0.192, 0.206, 0.211, 0.193, 0.211, 0.206, 0.199, 0.210, 0.211, 0.192, 0.208, 0.212]}

No. 4
{"formula": "C24H33BCl2N3O11P2S3", "method": "wB97M-V/def2-TZVPD", "lumo_ev": 3.900, "total_charge": -3, "homo_energy_ev": 2.51, "spin_multiplicity": 1, "homo_lumo_gap_ev": 1.39, "species": ["C", "O", "B", "O", "C", "C", "C", "C", "C", "S", "C", "S", "N", "C", "C", "O", "C", "C", "C", "C", "N", "C", "P", "O", "C", "C", "Cl", "C", "C", "Cl", "N", "C", "C", "C", "C", "C", "C", "S", "O", "O", "O", "H", "H", "H", "H", "H", "H", "H", "H", "H", "H", "H", "H", "H", "H", "H", "H", "H", "H", "H", "H", "H", "H", "H", "H", "H", "H", "H", "H", "H", "H", "H", "H", "H", "O", "P", "O", "O", "O"], "coordinates": [[0.49, 2.84, -4.09], [0.50, 1.67, -3.22], [-0.68, 1.78, -2.39], [-1.89, 2.08, -3.11], [-0.62, 1.63, -0.81], [0.30, 2.48, -0.01], [1.28, 3.53, -0.63], [2.76, 2.94, -0.72], [3.38, 3.03, -2.17], [3.70, 1.36, -2.94], [5.51, 1.12, -2.94], [6.58, 2.25, -3.55], [6.09, -0.12, -2.43], [5.87, -0.25, -0.98], [6.68, -1.50, -0.41], [7.06, -2.37, -1.50], [5.89, -2.61, -2.28], [5.57, -1.31, -3.14], [0.32, 2.35, 1.43], [-0.52, 1.37, 2.20], [-0.38, 1.39, 3.56], [-1.25, 0.43, 4.09], [-1.27, 0.32, 5.97], [0.09, 0.76, 6.50], [-2.12, -0.48, 3.37], [-2.97, -1.50, 4.16], [-4.72, -1.18, 4.54], [-2.43, -2.68, 4.58], [-0.95, -3.08, 4.32], [-3.40, -3.90, 5.49], [-2.22, -0.46, 2.00], [-1.42, 0.50, 1.40], [-1.48, 0.64, -0.06], [-2.44, -0.31, -0.85], [-3.73, 0.48, -1.29], [-4.49, -0.10, -2.55], [-3.56, -0.54, -3.74], [-3.50, -2.39, -3.92], [-4.78, -2.99, -3.56], [-2.48, -2.92, -3.03], [-3.22, -2.82, -5.49], [1.51, 3.05, -4.50], [0.10, 3.70, -3.49], [-0.20, 2.72, -4.97], [-2.34, 2.72, -2.53], [1.24, 4.42, 0.05], [0.97, 3.89, -1.63], [3.42, 3.52, -0.02], [2.77, 1.86, -0.43], [4.38, 3.52, -2.09], [2.79, 3.64, -2.89], [4.78, -0.34, -0.71], [6.29, 0.64, -0.45], [7.61, -1.18, 0.13], [6.03, -2.12, 0.28], [6.11, -3.49, -2.93], [5.01, -2.83, -1.62], [4.47, -1.25, -3.35], [6.11, -1.40, -4.12], [1.01, 3.01, 2.00], [-2.23, 1.23, 6.51], [-1.60, -0.99, 6.42], [-0.30, -2.85, 5.22], [-0.53, -2.63, 3.39], [-0.95, -4.20, 4.23], [-2.77, -1.18, -0.24], [-1.82, -0.73, -1.69], [-3.52, 1.57, -1.40], [-4.45, 0.40, -0.43], [-5.20, -0.89, -2.20], [-5.13, 0.74, -2.95], [-3.91, -0.15, -4.73], [-2.50, -0.21, -3.64], [-2.42, -2.32, -5.75], [-6.65, -1.29, 7.41], [-6.06, -2.66, 7.75], [-6.81, -3.26, 8.95], [-4.57, -2.51, 8.10], [-6.20, -3.60, 6.53]], "lowdin_charge": [-0.121, -0.055, -0.569, 0.051, -0.009, -0.197, -0.154, -0.215, -0.448, 0.823, -1.101, 0.494, -0.248, -0.172, -0.167, -0.181, -0.185, -0.169, -0.001, -0.209, 0.077, -0.330, 0.730, -0.549, -0.313, -0.624, 0.610, -0.687, -0.122, 0.629, 0.115, -0.157, -0.107, -0.146, -0.179, -0.195, -0.215, 0.644, -0.325, -0.307, -0.198, 0.077, 0.083, 0.084, 0.097, 0.107, 0.077, 0.101, 0.098, 0.049, 0.052, 0.117, 0.123, 0.119, 0.121, 0.121, 0.123, 0.099, 0.120, 0.097, 0.003, 0.017, 0.078, 0.077, 0.057, 0.110, 0.094, 0.093, 0.123, 0.109, 0.111, 0.102, 0.086, 0.084, -0.326, -0.187, -0.334, -0.325, -0.353]}